ORCA calculation (ωB97M-V/def2-TZVPD) on an isolated molecule of C4H9NS2.

```
16
Properties=species:S:1:pos:R:3:forces:R:3
H 0.3825 2.8461 -0.0252 -0.37 0.16 -0.70
H -2.2639 -1.3990 -1.7351 0.86 0.37 1.17
S 0.3256 -1.1660 0.9486 -0.30 -0.74 0.40
H -0.9380 -0.2216 -1.2709 -0.32 -1.09 -0.26
H 0.7968 -2.2794 -1.4737 0.88 -0.03 0.34
H 2.1773 2.9072 0.2936 -0.40 -0.17 -0.57
H 1.1016 3.3600 1.4858 -0.33 -0.76 0.14
H -1.4592 -2.7072 0.4096 0.08 0.20 0.14
H 2.1420 0.7707 1.5079 -1.44 0.44 -0.69
H -1.9851 -1.0416 0.6806 -1.77 1.09 1.52
S -0.2835 -2.4446 -2.1963 -0.49 0.26 -0.29
C 1.1866 1.1823 1.0038 2.07 1.06 0.99
C -1.2743 -1.2909 -1.1783 -0.72 0.61 -3.50
C 1.1735 2.6304 0.6546 1.49 0.91 1.05
N 0.2033 0.4976 0.6676 -0.83 -1.27 -0.26
C -1.2851 -1.6437 0.2276 1.60 -1.05 0.52
```
Positions in Å, forces in eV/Å.

Summary:
**Energy relative to the best compared isomer or geometry (same formula, charge and spin)**: 135.53 kJ/mol
**M**: 135.257 g/mol
**E_LUMO**: 0.875 eV
**HOMO**: -0.31655 Eh
**Multiplicity**: 1
**Orbital gap**: 0.3487 Eh
**Structure (SMILES)**: C/C=N/SCCS

These are the natural (NBO) partial charges, in e, on atoms 1 to 2: number 1, H, carries 0.2316; number 2, H, carries 0.2280